No. 1
Formula: C2H10N2O3
Source: the Open Molecules 2025 dataset
Level of theory: ωB97M-V/def2-TZVPD

Cartesian coordinates (Å):
O: 2.470 -1.237 -0.985
C: 1.294 -1.523 -0.995
N: 0.309 -0.596 -0.960
C: 0.622 0.800 -0.899
N: 1.069 1.159 0.458
H: 0.883 -2.541 -1.050
H: -0.658 -0.840 -0.783
H: 1.360 1.043 -1.669
H: -0.316 1.296 -1.105
H: 1.452 2.097 0.489
H: 1.875 0.579 0.667
H: -2.180 -0.246 0.875
H: -3.302 -0.654 -0.147
O: -2.465 -0.193 -0.059
H: -1.025 0.855 2.515
H: -0.435 0.069 1.415
O: -0.951 -0.067 2.235

Force components x, y, z for each atom (eV/Å):
O 0.37 -0.21 -0.05
C -0.62 0.24 0.03
N -0.04 -0.12 0.07
C 0.07 0.24 0.12
N 0.20 -0.18 -0.09
H 0.27 -0.19 0.04
H 0.02 -0.20 -0.20
H -0.04 -0.07 0.03
H -0.06 0.44 -0.09
H -0.29 0.21 -0.12
H 0.04 -0.20 0.02
H -0.34 -0.06 -0.01
H -0.02 -0.03 0.14
O 0.19 0.01 -0.13
H -0.05 -0.16 0.27
H 0.48 -0.03 0.50
O -0.17 0.31 -0.53

Computed properties:
Gap between HOMO and LUMO, eV: 10.8
Energy above the lowest of the compared OMol25 structures with the same formula, charge and spin, eV: 0.557
LUMO level, eV: 0.71
E_HOMO, eV: -10.04

natural (NBO) population analysis, charges in e, atoms 1 to 4: O -0.623; C 0.530; N -0.643; C -0.066

No. 2
Formula: C2H4Cl2O
Source: the Open Molecules 2025 dataset
Level of theory: ωB97M-V/def2-TZVPD

Cartesian coordinates (Å):
C: -2.201 0.782 0.304
C: -1.132 1.101 -0.443
O: 1.858 -0.087 0.246
Cl: -3.215 -0.562 -0.128
Cl: 0.045 2.288 0.073
H: 1.830 -0.963 0.668
H: -2.372 1.212 1.334
H: -1.101 0.628 -1.335
H: 1.875 0.580 0.908

Force components x, y, z for each atom (eV/Å):
C 1.23 0.64 1.37
C -1.73 1.12 3.52
O 0.06 -1.58 -1.01
Cl 0.06 0.48 -0.02
Cl -0.84 -0.35 -0.50
H 0.07 0.72 -0.01
H 0.03 -0.56 -1.42
H 1.14 -1.07 -2.94
H -0.02 0.60 1.01

Computed properties:
Gap between HOMO and LUMO, eV: 10.3
Energy above the lowest of the compared OMol25 structures with the same formula, charge and spin, eV: 0.954
LUMO level, eV: 0.76
E_HOMO, eV: -9.52

natural (NBO) population analysis, charges in e, atoms 1 to 4: C -0.235; C -0.207; O -0.947; Cl 0.004

No. 3
Formula: C4H6HgO2
Source: the Open Molecules 2025 dataset
Level of theory: ωB97M-V/def2-TZVPD

Cartesian coordinates (Å):
O: -0.327 1.306 0.399
C: 0.966 1.551 0.769
Hg: 3.419 2.054 0.367
O: 1.656 0.332 0.789
C: -0.703 -0.055 0.338
H: -1.112 -0.382 1.306
C: -1.619 -0.321 -0.822
H: -2.466 0.382 -0.831
H: -1.075 -0.229 -1.773
H: -2.030 -1.337 -0.746
C: 0.949 -0.794 0.231
H: 1.110 -0.840 -0.860
H: 1.231 -1.668 0.833

Force components x, y, z for each atom (eV/Å):
O -0.49 1.01 -0.33
C 0.28 -1.60 -0.63
Hg -0.39 0.69 0.02
O 0.36 -1.39 0.30
C 3.08 -1.62 0.86
H -0.02 0.18 -0.24
C -0.01 -0.11 -0.27
H 0.33 -0.17 0.07
H -0.20 0.02 0.23
H 0.15 0.23 -0.04
C -2.82 2.95 0.03
H 0.29 -0.40 0.44
H -0.55 0.20 -0.44

Computed properties:
Gap between HOMO and LUMO (spin up / spin down), eV: 6.7 / 7.0
Energy above the lowest of the compared OMol25 structures with the same formula, charge and spin, eV: 0.668
Multiplicity: 3
LUMO level (spin up / spin down), eV: 0.65 / -2.11
E_HOMO (spin up / spin down), eV: -6.01 / -9.07

natural (NBO) population analysis, charges in e, atoms 1 to 4: O -0.580; C 0.295; Hg 0.366; O -0.652